An isolated molecule of C3H6N2O in a non-equilibrium geometry. Source: OMol25; level of theory: ωB97M-V with the def2-TZVPD basis set.

Calculated values
- SMILES: C[C@]12NO[C@H]1N2
- Relative energy (zero: lowest compared OMol25 entry of this formula, charge and spin): 456.84 kJ/mol
- LUMO energy: 1.068 eV
- Electronic energy: -8231.964 eV
- HOMO energy: -9.414 eV
- HOMO-LUMO gap: 10.48 eV

Last column: natural (NBO) charge in e.
Cartesian coordinates (Å):
1 C 1.470 -0.488 0.021  -0.63
2 C 0.058 -0.029 -0.049  0.18
3 N -0.960 -1.001 -0.351  -0.31
4 O -1.943 0.110 -0.562  -0.38
5 C -0.840 1.024 -0.557  0.18
6 N -0.326 1.124 0.771  -0.61
7 H 1.700 -1.211 -0.764  0.22
8 H 1.635 -0.962 0.999  0.22
9 H 2.124 0.379 -0.042  0.24
10 H -1.110 -1.681 0.410  0.34
11 H -0.751 1.775 -1.335  0.20
12 H -1.057 0.960 1.458  0.36



A structure of composition C47H41Cl2Ge3N2O4S2Tc in a non-equilibrium geometry. Source: OMol25; level of theory: ωB97M-V with the def2-TZVPD basis set.

Calculated values
- Relative energy (zero: lowest compared OMol25 entry of this formula, charge and spin): 109.16 kJ/mol
- LUMO energy (spin up / spin down): 3.653 / 3.569 eV
- Electronic energy: -279036.161 eV
- Multiplicity: 3
- HOMO energy (spin up / spin down): -1.909 / -1.634 eV
- HOMO-LUMO gap (spin up / spin down): 5.56 / 5.20 eV
- Net charge: -2

Last column: Mulliken charge in e.
Cartesian coordinates (Å):
1 Tc -0.042 -1.024 0.586  0.11
2 Cl -2.582 -4.232 6.592  -0.27
3 C -2.211 -3.129 5.347  0.26
4 C -2.337 -1.730 5.435  -0.67
5 C -2.137 -0.897 4.291  -0.50
6 C -1.703 -1.489 3.135  -0.17
7 O -1.455 -0.645 2.103  0.11
8 C -1.457 -2.941 3.007  1.25
9 C -0.739 -3.508 1.923  -0.42
10 O -0.566 -2.977 0.780  -0.57
11 C -1.696 -3.715 4.187  -1.30
12 H -2.743 -1.303 6.335  0.40
13 H -2.275 0.157 4.195  0.52
14 H -0.370 -4.561 2.010  0.19
15 H -1.872 -4.781 4.145  0.32
16 S 1.859 -1.437 2.031  -0.53
17 C 2.728 -1.784 0.623  1.23
18 S 1.850 -1.470 -0.801  -0.27
19 C 4.044 -2.243 0.640  0.58
20 C 4.622 -2.969 -0.443  -0.08
21 N 5.272 -3.545 -1.235  -0.72
22 C 4.900 -2.029 1.758  -0.29
23 N 5.712 -1.891 2.610  -0.72
24 C 0.033 -1.177 -4.564  -1.24
25 Ge -1.117 -2.435 -3.450  1.93
26 C -2.700 -3.138 -4.323  -1.45
27 C -0.003 -4.024 -3.078  -1.25
28 Ge -1.935 -1.505 -1.261  -0.49
29 C -3.173 -2.986 -0.621  0.07
30 C -3.129 -4.245 -1.181  -0.03
31 C -4.153 -5.183 -1.045  -0.74
32 C -5.367 -4.820 -0.444  -0.46
33 C -5.450 -3.581 0.168  -0.75
34 C -4.300 -2.750 0.152  0.15
35 C -3.367 -0.161 -1.347  0.95
36 C -4.085 0.034 -2.527  -0.70
37 C -5.257 0.815 -2.501  -0.65
38 C -5.777 1.321 -1.297  -0.69
39 C -5.016 1.200 -0.136  -0.87
40 C -3.808 0.472 -0.167  0.21
41 H -0.285 -1.321 -5.612  0.44
42 H 1.092 -1.505 -4.398  0.25
43 H -0.063 -0.117 -4.296  0.27
44 H -3.489 -3.103 -3.592  0.39
45 H -2.518 -4.155 -4.668  0.44
46 H -2.864 -2.481 -5.209  0.37
47 H -0.441 -4.893 -3.536  0.44
48 H 0.074 -4.191 -1.984  0.21
49 H 1.011 -3.860 -3.503  0.35
50 H -2.237 -4.659 -1.706  0.03
51 H -3.968 -6.130 -1.591  0.32
52 H -6.163 -5.543 -0.388  0.36
53 H -6.403 -3.210 0.620  0.30
54 H -4.269 -1.868 0.760  0.33
55 H -3.818 -0.389 -3.495  0.19
56 H -5.750 0.973 -3.428  0.43
57 H -6.703 1.886 -1.386  0.30
58 H -5.314 1.632 0.796  0.47
59 H -3.230 0.360 0.760  -0.02
60 Cl -1.000 3.343 -3.611  -0.26
61 C -1.418 3.068 -1.897  -0.62
62 C -0.755 1.866 -1.374  0.61
63 O -0.666 1.967 -0.053  -0.50
64 O -0.294 0.952 -2.051  -0.49
65 H -2.494 2.970 -1.803  0.28
66 H -1.080 3.999 -1.377  0.31
67 C 0.248 1.039 0.601  -0.35
68 Ge 2.056 2.033 0.656  2.57
69 C 2.506 2.814 -1.151  -0.12
70 C 2.558 4.210 -1.250  -0.20
71 C 3.020 4.795 -2.401  -0.68
72 C 3.361 4.029 -3.512  -0.53
73 C 3.242 2.625 -3.433  -0.94
74 C 2.807 2.066 -2.259  0.38
75 C 3.858 1.406 1.261  0.65
76 C 4.905 1.281 0.350  -0.24
77 C 6.239 1.205 0.772  -0.61
78 C 6.553 1.455 2.120  -0.56
79 C 5.512 1.626 3.080  -0.83
80 C 4.186 1.518 2.617  -0.18
81 C 1.830 3.543 1.826  -0.26
82 C 0.662 3.946 2.517  -0.90
83 C 0.769 4.968 3.462  -0.49
84 C 1.981 5.683 3.654  -0.59
85 C 3.075 5.304 2.933  -0.91
86 C 2.974 4.251 2.011  -0.54
87 H -0.158 1.066 1.663  0.36
88 H 2.047 4.792 -0.465  0.28
89 H 3.067 5.896 -2.491  0.30
90 H 3.598 4.536 -4.460  0.30
91 H 3.479 1.988 -4.273  0.44
92 H 2.694 0.980 -2.115  0.14
93 H 4.662 1.129 -0.722  0.14
94 H 6.962 0.900 0.089  0.47
95 H 7.602 1.444 2.374  0.30
96 H 5.609 1.750 4.138  0.45
97 H 3.393 1.496 3.352  0.33
98 H -0.281 3.445 2.356  0.42
99 H -0.055 5.178 4.118  0.39
100 H 1.996 6.452 4.424  0.34
101 H 4.006 5.841 3.047  0.39
102 H 3.887 4.023 1.499  0.61



A structure of composition C34H44BF3N8PdS3. Source: OMol25; level of theory: ωB97M-V with the def2-TZVPD basis set.

Calculated values
- LUMO energy (spin up / spin down): -4.102 / -7.775 eV
- Electronic energy: -92694.452 eV
- Multiplicity: 5
- HOMO energy (spin up / spin down): -12.470 / -12.985 eV
- HOMO-LUMO gap (spin up / spin down): 8.37 / 5.21 eV
- Net charge: +2

Last column: Mulliken charge in e.
Cartesian coordinates (Å):
1 Pd 0.974 0.005 -1.758  -0.91
2 C -5.011 -0.395 2.011  -1.49
3 C -4.448 0.937 1.507  1.13
4 C -4.983 2.115 2.323  -1.60
5 C -4.842 1.113 0.048  -2.21
6 N -2.950 0.885 1.722  0.49
7 C -2.457 0.657 2.987  -0.91
8 C -1.113 0.630 2.911  -0.75
9 N -0.757 0.836 1.594  0.51
10 B 0.649 0.826 0.980  -0.37
11 N 1.663 -0.153 1.608  1.05
12 C 1.575 -0.924 2.755  -0.53
13 C 2.655 -1.718 2.803  -1.12
14 N 3.426 -1.461 1.685  0.65
15 C 2.810 -0.507 0.958  0.09
16 S 3.341 0.146 -0.555  -0.07
17 C 4.706 -2.239 1.486  1.23
18 C 4.334 -3.725 1.541  -1.47
19 C 5.384 -1.953 0.154  -2.13
20 C 5.647 -1.856 2.627  -1.58
21 N 1.208 2.268 0.905  1.08
22 C 1.361 3.055 2.018  -1.05
23 C 1.873 4.239 1.617  -0.64
24 N 2.046 4.183 0.255  0.85
25 C 1.647 2.960 -0.162  0.42
26 S 1.820 2.312 -1.752  0.07
27 C 2.599 5.391 -0.479  1.07
28 C 1.742 6.592 -0.073  -1.56
29 C 4.048 5.559 -0.027  -1.45
30 C 2.542 5.242 -1.993  -2.11
31 C -1.906 1.054 0.876  0.43
32 S -1.938 1.659 -0.719  -0.23
33 H -6.083 -0.415 1.827  0.47
34 H -4.860 -0.540 3.080  0.41
35 H -4.558 -1.231 1.475  0.31
36 H -6.058 2.193 2.168  0.44
37 H -4.523 3.048 1.997  0.37
38 H -4.811 1.994 3.392  0.39
39 H -5.928 1.040 0.008  0.60
40 H -4.428 0.333 -0.591  0.50
41 H -4.554 2.083 -0.348  0.42
42 H -3.091 0.536 3.845  0.58
43 H -0.402 0.524 3.710  0.59
44 H 0.529 0.377 -0.153  0.05
45 H 0.753 -0.880 3.441  0.52
46 H 2.929 -2.452 3.536  0.53
47 H 3.495 -3.935 0.875  0.26
48 H 4.075 -4.052 2.547  0.41
49 H 5.189 -4.317 1.219  0.48
50 H 4.756 -2.226 -0.694  0.33
51 H 6.286 -2.563 0.121  0.59
52 H 5.689 -0.913 0.056  0.50
53 H 5.219 -2.078 3.604  0.39
54 H 5.889 -0.793 2.586  0.36
55 H 6.573 -2.421 2.532  0.44
56 H 1.085 2.721 3.002  0.59
57 H 2.123 5.109 2.194  0.57
58 H 1.825 6.834 0.985  0.41
59 H 0.692 6.421 -0.314  0.37
60 H 2.081 7.464 -0.630  0.47
61 H 4.123 5.747 1.044  0.37
62 H 4.483 6.412 -0.546  0.44
63 H 4.635 4.673 -0.271  0.34
64 H 1.536 5.021 -2.349  0.48
65 H 3.234 4.490 -2.365  0.48
66 H 2.837 6.200 -2.418  0.52
67 C 2.850 -5.359 -2.761  -0.88
68 N 2.098 -4.248 -2.189  0.20
69 C 1.141 -4.332 -1.210  -0.89
70 C 0.717 -3.059 -0.980  -0.78
71 N 1.411 -2.203 -1.801  0.66
72 C 2.231 -2.951 -2.512  -0.69
73 H 2.302 -6.281 -2.586  0.33
74 H 3.834 -5.435 -2.301  0.31
75 H 2.961 -5.215 -3.833  0.36
76 H 0.840 -5.275 -0.788  0.47
77 H -0.047 -2.707 -0.309  0.60
78 H 2.920 -2.595 -3.261  0.49
79 F -7.783 -3.812 -2.197  -0.27
80 C -7.422 -2.896 -3.103  0.83
81 F -8.304 -1.887 -3.035  -0.25
82 F -7.543 -3.450 -4.316  -0.24
83 C -6.017 -2.395 -2.874  0.29
84 C -5.493 -1.467 -3.769  -0.97
85 C -4.216 -0.979 -3.582  -0.48
86 C -3.452 -1.420 -2.493  0.82
87 C -3.990 -2.358 -1.604  -0.34
88 C -5.269 -2.846 -1.795  -0.77
89 C -2.151 -0.901 -2.271  0.43
90 C -1.035 -0.404 -2.095  -1.13
91 H -6.089 -1.132 -4.607  0.44
92 H -3.797 -0.255 -4.267  0.49
93 H -3.392 -2.702 -0.769  0.54
94 H -5.689 -3.573 -1.115  0.52



A cluster of 3 separate species, C16H36N2O7S in total. Source: OMol25; level of theory: ωB97M-V with the def2-TZVPD basis set.

Calculated values
- SMILES: N[C@@H]1CC(=O)N[C@@H]1S.COCCOCCOC.COCCOCCOC
- Relative energy (zero: lowest compared OMol25 entry of this formula, charge and spin): 0.00 kJ/mol
- LUMO energy: 0.460 eV
- Electronic energy: -45320.623 eV
- HOMO energy: -9.034 eV
- HOMO-LUMO gap: 9.49 eV

Last column: natural (NBO) charge in e.
Cartesian coordinates (Å):
1 N 5.759 -2.236 -2.453  -0.84
2 C 5.394 -2.778 -3.752  -0.07
3 C 3.941 -3.248 -3.753  -0.53
4 C 4.022 -4.712 -3.393  0.69
5 O 3.164 -5.401 -2.908  -0.56
6 N 5.306 -5.193 -3.759  -0.66
7 C 6.146 -4.083 -4.203  -0.17
8 S 7.813 -4.154 -3.450  -0.05
9 H 6.108 -2.952 -1.825  0.37
10 H 6.495 -1.547 -2.543  0.37
11 H 5.545 -2.002 -4.501  0.21
12 H 3.549 -3.237 -4.777  0.24
13 H 3.277 -2.662 -3.122  0.26
14 H 5.196 -5.932 -4.442  0.40
15 H 6.283 -4.096 -5.285  0.20
16 H 7.876 -5.487 -3.549  0.13
17 C 2.763 -2.656 0.012  -0.24
18 O 1.468 -2.476 -0.514  -0.55
19 C 0.894 -3.683 -0.990  -0.09
20 C -0.614 -3.604 -0.974  -0.09
21 O -1.182 -3.713 0.323  -0.54
22 C -1.210 -2.533 1.106  -0.09
23 C -2.370 -1.616 0.789  -0.09
24 O -2.143 -0.910 -0.416  -0.55
25 C -3.325 -0.381 -0.966  -0.25
26 H 3.473 -2.988 -0.752  0.17
27 H 3.095 -1.693 0.397  0.19
28 H 2.762 -3.390 0.826  0.16
29 H 1.222 -4.529 -0.374  0.18
30 H 1.228 -3.878 -2.016  0.18
31 H -0.988 -4.469 -1.525  0.19
32 H -0.951 -2.695 -1.479  0.19
33 H -0.268 -1.985 1.037  0.20
34 H -1.343 -2.874 2.136  0.19
35 H -2.491 -0.909 1.623  0.16
36 H -3.291 -2.208 0.712  0.17
37 H -4.072 -1.161 -1.154  0.17
38 H -3.062 0.093 -1.910  0.19
39 H -3.774 0.371 -0.305  0.16
40 C -3.678 6.320 5.786  -0.24
41 O -3.652 5.441 4.688  -0.55
42 C -4.822 5.509 3.897  -0.09
43 C -4.560 4.999 2.498  -0.09
44 O -3.821 5.902 1.692  -0.54
45 C -2.410 5.880 1.836  -0.09
46 C -1.735 4.774 1.056  -0.09
47 O -1.905 3.528 1.700  -0.55
48 C -1.705 2.434 0.835  -0.24
49 H -4.479 6.067 6.492  0.16
50 H -2.721 6.232 6.296  0.19
51 H -3.820 7.358 5.462  0.16
52 H -5.183 6.544 3.842  0.17
53 H -5.617 4.896 4.347  0.17
54 H -5.529 4.898 2.005  0.19
55 H -4.083 4.017 2.538  0.20
56 H -2.117 5.832 2.887  0.20
57 H -2.066 6.829 1.418  0.19
58 H -0.664 5.011 0.970  0.17
59 H -2.156 4.738 0.043  0.17
60 H -2.386 2.478 -0.023  0.16
61 H -1.906 1.527 1.400  0.19
62 H -0.676 2.392 0.460  0.17



An isolated molecule of C3H2N2O in a non-equilibrium geometry. Source: OMol25; level of theory: ωB97M-V with the def2-TZVPD basis set.

Calculated values
- Relative energy (zero: lowest compared OMol25 entry of this formula, charge and spin): 219.04 kJ/mol
- LUMO energy (spin up / spin down): 0.280 / 0.281 eV
- Electronic energy: -8167.443 eV
- HOMO energy (spin up / spin down): -7.634 / -7.634 eV
- HOMO-LUMO gap (spin up / spin down): 7.91 / 7.91 eV

Last column: natural (NBO) charge in e.
Cartesian coordinates (Å):
1 C 0.024 -2.193 0.568  0.30
2 C 0.099 0.083 -0.277  -0.21
3 C 0.813 -4.587 0.805  0.88
4 N 0.492 -3.440 0.582  -0.58
5 N 0.280 -1.120 0.012  -0.32
6 O 1.054 -5.678 1.037  -0.48
7 H -0.226 0.466 -1.316  0.21
8 H 0.463 0.746 0.578  0.19